# 1
The following is a DFT calculation (wB97M-V/def2-TZVPD) of a molecular structure, C30H65N9O8P2.

Calculated values
LUMO in eV: 0.005
Energy relative to the best compared isomer or geometry (same formula, charge and spin) in kcal/mol: 407.62
Frontier orbital gap in eV: 5.86
Calculated total energy in eV: -80515.020
Multiplicity: 1

Last column: Mulliken charge in e.
CARTESIAN COORDINATES (ANGSTROEM)
C1 18.43425 20.29851 18.62911  0.46
C2 17.05050 19.78690 19.12186  -0.37
O1 16.71605 20.79652 19.98137  -0.33
C3 17.53359 21.83106 19.88158  0.60
O2 17.24417 22.96931 20.34940  -0.60
O3 18.68421 21.49751 19.24611  -0.28
H1 18.53551 20.49500 17.56177  0.08
H2 19.15635 19.48522 18.70150  0.41
H3 17.02817 18.84763 19.67448  0.29
H4 16.36667 19.70575 18.27694  0.26
C4 23.33754 21.30134 13.39381  -0.43
C5 22.52189 20.51876 14.38029  0.56
O4 21.50936 21.36814 14.76199  -0.29
C6 21.69474 22.64524 14.20872  0.58
O5 20.91280 23.64524 14.28547  -0.51
O6 22.65921 22.49704 13.25583  -0.37
H5 23.30777 20.67150 12.50470  0.28
H6 24.31582 21.55379 13.80287  0.27
H7 23.08393 20.20785 15.26094  0.53
H8 22.14022 19.54759 14.06525  -1.63
C7 18.55022 19.55153 13.63356  -0.86
C8 19.16939 20.76221 14.35502  -0.30
C9 18.36164 21.20137 15.60515  0.33
C10 16.96777 21.55804 15.43132  -0.06
N1 15.88004 21.80307 15.39764  -0.34
H9 19.21762 18.69518 13.73022  -0.01
H10 18.37424 19.72301 12.57161  0.61
H11 17.60378 19.22348 14.06335  0.42
H12 19.18784 21.59855 13.65623  1.06
H13 20.20659 20.63358 14.66449  -0.43
H14 18.73324 22.19488 15.85605  -0.38
H15 18.38322 20.59531 16.51087  -0.55
C11 22.66934 17.99159 10.63181  0.18
C12 22.13618 19.14008 9.80516  -0.91
C13 20.69814 19.61179 9.98244  -0.72
C14 20.33796 20.04327 11.33271  0.13
N2 19.98027 20.43704 12.32482  -0.21
H16 22.97354 18.44752 11.57398  -0.10
H17 23.67035 17.86138 10.22057  0.38
H18 22.13206 17.07778 10.88554  -0.43
H19 22.28680 18.76797 8.79178  0.48
H20 22.82366 19.97682 9.68133  0.46
H21 20.03882 18.75541 9.84099  0.19
H22 20.28776 20.43250 9.39411  0.52
C15 18.52033 24.16157 16.99365  -0.90
C16 17.15472 24.00315 17.64436  1.32
C17 16.90853 25.31880 18.57408  -0.71
C18 17.83389 25.83047 19.54912  0.20
N3 18.56439 26.24765 20.38463  -0.58
H23 19.28796 24.06420 17.76134  0.39
H24 18.63214 25.20290 16.69163  0.50
H25 18.55684 23.59343 16.06414  0.48
H26 17.18576 23.21159 18.39307  -0.80
H27 16.33485 23.86830 16.93885  -0.12
H28 16.12347 24.98935 19.25470  0.38
H29 16.56042 26.19609 18.02884  0.46
O7 18.80363 15.22520 14.36490  -0.91
P1 19.84328 15.72473 13.41072  0.34
N4 21.03685 14.60790 12.94192  0.66
C19 21.84861 14.54136 11.75755  -1.11
C20 21.35858 13.43512 13.79288  -1.18
N5 20.88156 16.86175 14.02719  0.46
C21 20.72091 17.35025 15.37542  -0.90
C22 21.93885 17.53989 13.14738  -0.83
N6 19.26191 16.46707 12.01223  0.79
C23 18.69669 17.83314 12.07528  -0.62
C24 18.75780 15.63971 10.86798  -1.12
H30 22.93415 14.55709 11.85468  0.41
H31 21.53533 15.30525 11.04591  0.13
H32 21.58895 13.66987 11.15657  0.41
H33 21.22458 13.53868 14.86965  0.27
H34 22.38163 13.07826 13.67405  0.35
H35 20.60925 12.69778 13.50491  0.37
H36 21.68085 17.12146 15.83830  0.36
H37 20.66157 18.42990 15.23788  0.14
H38 19.87100 16.98962 15.95483  0.35
H39 22.43114 18.36859 13.65631  1.15
H40 22.71731 16.80807 12.93166  0.80
H41 21.38194 17.77473 12.24029  -0.53
H42 17.78232 17.96077 11.49584  0.30
H43 18.34843 17.94353 13.10223  0.65
H44 19.36859 18.66627 11.86899  -0.96
H45 17.70062 15.44268 11.04584  0.35
H46 19.16305 14.64186 10.70011  0.36
H47 18.97691 16.16476 9.93824  0.31
O8 15.83170 24.77969 12.55935  -0.92
P2 14.67358 23.96545 12.18021  0.64
N7 13.15884 24.58595 12.67978  0.37
C25 13.04167 26.03786 12.75555  -1.15
C26 11.90692 23.93349 12.88918  -1.21
N8 14.78025 22.30642 12.84878  0.33
C27 14.48270 22.15066 14.24440  -1.11
C28 16.05858 21.64982 12.62719  -1.87
N9 14.47442 23.84929 10.57000  0.30
C29 15.02793 24.65011 9.54022  -1.08
C30 13.69501 22.71621 10.07212  -0.94
H48 12.27493 26.51473 12.14498  0.35
H49 13.99451 26.47578 12.45818  0.32
H50 12.96643 26.34806 13.79776  0.36
H51 12.07776 22.89861 13.18573  0.35
H52 11.37010 23.94630 11.94062  0.35
H53 11.41087 24.19802 13.82302  0.36
H54 15.40107 22.46357 14.74117  0.06
H55 13.74694 22.87796 14.58762  0.48
H56 14.30118 21.20359 14.75255  0.35
H57 16.86579 22.22929 13.07522  0.54
H58 16.03312 20.70350 13.16749  0.58
H59 16.27887 21.50869 11.56905  0.24
H60 15.63997 24.04336 8.87287  0.40
H61 14.28370 25.09087 8.87694  0.34
H62 15.70405 25.42144 9.90902  0.32
H63 12.75940 22.56706 10.61110  0.20
H64 14.30107 21.82906 10.25586  0.23
H65 13.58715 22.80870 8.99142  0.43

# 2
The following is a DFT calculation (wB97M-V/def2-TZVPD) of a molecular structure, C30H66AlBrCaClF4N4O9P.

Calculated values
LUMO in eV: -4.430
Frontier orbital gap in eV: 1.46
Calculated total energy in eV: -184322.955
Multiplicity: 1

Last column: Mulliken charge in e.
CARTESIAN COORDINATES (ANGSTROEM)
C1 4.37549 -0.13917 -0.32340  0.02
C2 3.97300 0.68570 -1.11556  -0.19
C3 3.35015 1.48583 -2.32160  -0.36
C4 1.81663 0.98843 -2.35571  -0.29
C5 1.47702 0.10138 -3.61530  -1.44
C6 2.00111 -1.37635 -3.47231  -0.66
O1 3.37756 -1.42566 -3.03667  0.15
C7 3.85952 -2.72609 -3.39540  -0.38
C8 5.33261 -2.83150 -2.76108  -0.46
C9 6.16818 -1.60992 -3.33982  0.10
C10 7.66675 -1.75523 -2.78512  -1.09
C11 3.03041 -3.93406 -2.78620  0.87
N1 3.29285 -5.21757 -3.43495  -0.63
N2 1.52329 -3.71065 -2.79784  0.40
C12 1.16703 -2.28843 -2.47997  0.88
C13 -0.37864 -1.98768 -2.42796  -0.13
C14 -0.78308 -0.79422 -1.42200  -0.35
C15 -1.25636 -3.23424 -1.97703  -1.61
C16 -0.86553 -3.56132 -0.43665  1.16
C17 -0.52537 -5.10626 -0.15685  -1.15
H1 4.33764 -1.00450 0.37711  -0.03
H2 3.45220 2.58217 -2.10424  0.42
H3 3.89374 1.17079 -3.26683  0.18
H4 1.20050 1.93508 -2.43130  0.34
H5 1.59254 0.49212 -1.37213  0.10
H6 2.00210 0.57282 -4.50925  0.53
H7 0.37314 0.19932 -3.83295  0.38
H8 1.98761 -1.83407 -4.51928  0.39
H9 3.98214 -2.87128 -4.51998  0.20
H10 5.80650 -3.83362 -3.00698  0.47
H11 5.27830 -2.68517 -1.63178  -0.14
H12 5.77615 -0.62047 -2.95824  -0.16
H13 6.11668 -1.68977 -4.46809  0.39
H14 7.82582 -0.99263 -1.96491  0.31
H15 7.77569 -2.79883 -2.35109  0.27
H16 8.39482 -1.63139 -3.63147  0.31
H17 3.29035 -4.04891 -1.67918  -0.74
H18 4.22610 -5.16684 -3.86639  0.34
H19 3.27008 -5.98067 -2.74778  0.25
H20 1.13608 -4.42814 -2.14692  0.18
H21 1.24659 -3.87828 -3.78320  0.58
H22 1.58544 -2.07568 -1.44028  -0.34
H23 -0.72394 -1.72732 -3.48285  0.60
H24 -0.87117 0.11887 -2.09117  -0.23
H25 -1.80424 -0.94818 -0.97764  -0.06
H26 0.04254 -0.69943 -0.66283  0.20
H27 -1.13096 -4.13759 -2.64724  0.52
H28 -2.35804 -2.96849 -1.94523  0.33
H29 -1.72087 -3.30812 0.26585  -0.36
H30 0.02417 -2.96632 -0.07244  -0.07
H31 0.64204 -5.18799 -0.00189  0.03
H32 -0.76749 -5.76999 -1.02953  0.30
H33 -1.01107 -5.41991 0.81066  0.33
O2 -1.37512 2.56963 -1.72895  -0.62
C18 -2.55989 2.53589 -1.46567  0.82
O3 -3.42604 2.01446 -2.33933  -0.23
C19 -4.81247 1.77953 -2.03955  0.25
C20 -5.63426 3.03886 -2.22335  -1.34
C21 -3.08774 3.15268 -0.19749  -0.77
H34 -4.92055 1.34306 -1.04136  0.09
H35 -5.16744 1.00524 -2.76177  0.10
H36 -5.31461 3.83640 -1.54834  0.29
H37 -6.69199 2.83707 -2.04121  0.39
H38 -5.51924 3.42149 -3.23983  0.31
H39 -3.17914 4.23093 -0.33837  0.28
H40 -2.38176 2.95474 0.61421  0.07
H41 -4.04372 2.74568 0.12486  0.32
O4 -1.22942 3.49461 2.36118  -0.72
H42 -0.47570 4.03245 2.11353  0.20
C22 -4.13496 5.76440 6.37263  -0.68
O5 -3.24146 5.43430 5.30537  -0.30
P1 -1.81044 6.15576 5.28001  1.10
O6 -1.03304 5.95375 4.06719  -0.50
O7 -1.10083 5.58478 6.62665  -0.17
C23 -0.87571 4.21479 6.69230  -1.37
O8 -2.16686 7.64712 5.64947  -0.31
C24 -1.15025 8.47909 6.23061  -0.70
H43 -4.71738 4.87947 6.63035  0.25
H44 -3.59686 6.09880 7.26274  0.34
H45 -4.80751 6.55566 6.04360  0.26
H46 -0.87819 3.75626 5.70098  0.35
H47 -1.66124 3.75240 7.31423  0.46
H48 0.09646 4.04125 7.16212  0.44
H49 -0.68900 7.98219 7.08681  0.31
H50 -1.62610 9.39059 6.58606  0.22
H51 -0.39499 8.73555 5.48988  0.38
N3 3.68120 -3.78474 1.10606  -0.25
H52 3.02718 -3.29112 0.48681  -0.04
H53 3.62212 -3.39176 2.04854  0.46
H54 3.43735 -4.78084 1.13299  0.28
H55 4.63550 -3.67647 0.74922  0.40
C25 -4.78602 -2.57942 0.87473  -0.42
C26 -4.88095 -2.12391 -0.56823  0.69
C27 -6.23139 -1.43666 -0.59324  -0.55
O9 -6.44412 -0.89598 0.72245  -0.44
C28 -5.46103 -1.43501 1.60967  -0.46
H56 -3.76385 -2.75928 1.21340  0.21
H57 -5.35900 -3.50194 1.01159  0.28
H58 -4.08910 -1.39892 -0.78184  -0.70
H59 -4.80318 -2.93576 -1.29161  0.45
H60 -7.03698 -2.14946 -0.79794  0.32
H61 -6.27982 -0.63599 -1.33212  0.14
H62 -4.74546 -0.63632 1.84318  0.20
H63 -5.94046 -1.75572 2.53809  0.32
Cl1 1.67613 -6.45303 -0.93708  -0.61
C29 4.75402 -7.90353 1.53450  -0.91
C30 4.51502 -7.44742 0.16673  0.36
N4 4.32777 -7.09372 -0.90857  -0.31
H64 4.02720 -8.65994 1.83628  0.27
H65 5.74675 -8.34414 1.64191  0.32
H66 4.68380 -7.08144 2.25047  0.23
Ca1 -1.42675 2.15782 5.51521  1.28
Br1 -4.24261 -0.15102 -4.18435  -0.77
F1 -0.16136 10.51826 4.37452  -0.42
Al1 -0.50269 10.95499 2.69355  0.76
F2 -2.22436 10.81332 2.39552  -0.45
F3 0.36877 9.87442 1.62413  -0.45
F4 0.00998 12.60533 2.40677  -0.43

- LUMO of number 1 (C30H65N9O8P2)?
  0.005 eV

- Look up the multiplicity of the second one.
  1

- What is the calculated total energy in the second record?
  -184322.955 eV